{"formula": "C27H33F6N7O3P2SSeTc", "method": "the ωB97M-V functional and the def2-TZVPD basis", "s_squared": 2.016, "max_force_ev_per_a": 0.3, "total_charge": 3, "spin_multiplicity": 3, "relative_energy_kj_mol": 0.0, "gap_ev": [7.860, 7.743], "e_tot_ha": -5819.4666, "symbols": ["Tc", "O", "S", "O", "O", "C", "C", "C", "C", "C", "C", "P", "C", "C", "C", "C", "C", "C", "C", "C", "C", "C", "C", "C", "H", "H", "H", "H", "H", "H", "H", "H", "H", "H", "H", "H", "H", "H", "C", "N", "C", "C", "N", "N", "C", "N", "N", "H", "H", "H", "H", "H", "H", "H", "H", "H", "H", "H", "C", "N", "C", "C", "N", "C", "C", "Se", "H", "H", "H", "H", "H", "H", "H", "H", "F", "P", "F", "F", "F", "F", "F"], "coordinates": [[-0.016, 1.767, 1.465], [-2.832, 0.710, -0.064], [-1.982, -0.417, 0.084], [-0.878, -0.255, 1.031], [-1.316, -0.786, -1.315], [-2.828, -1.925, 0.352], [-3.545, -2.212, 1.500], [-4.204, -3.432, 1.553], [-4.144, -4.323, 0.484], [-3.428, -4.015, -0.666], [-2.766, -2.798, -0.728], [-1.778, -2.179, -2.085], [-2.722, -1.820, -3.506], [-2.072, -1.584, -4.725], [-2.825, -1.261, -5.838], [-4.210, -1.175, -5.739], [-4.856, -1.401, -4.528], [-4.118, -1.722, -3.406], [-0.301, -3.071, -2.394], [0.807, -2.904, -1.563], [1.940, -3.664, -1.790], [1.959, -4.595, -2.822], [0.848, -4.770, -3.641], [-0.286, -4.006, -3.438], [-3.598, -1.511, 2.322], [-4.773, -3.694, 2.434], [-4.664, -5.269, 0.548], [-3.395, -4.713, -1.493], [-0.994, -1.655, -4.801], [-2.335, -1.083, -6.785], [-4.793, -0.931, -6.618], [-5.933, -1.332, -4.465], [-4.621, -1.902, -2.465], [0.807, -2.166, -0.773], [2.813, -3.521, -1.168], [2.848, -5.186, -2.997], [0.872, -5.493, -4.444], [-1.144, -4.136, -4.086], [2.520, -0.266, 5.859], [2.460, -0.001, 4.418], [3.579, -0.419, 3.564], [1.429, 0.625, 3.857], [1.373, 0.885, 2.573], [0.398, 0.995, 4.704], [-0.762, 1.671, 4.410], [-1.538, 1.944, 5.464], [-1.079, 2.012, 3.189], [3.456, -0.766, 6.078], [1.714, -0.930, 6.177], [2.507, 0.662, 6.435], [4.306, -0.939, 4.177], [4.065, 0.446, 3.109], [3.237, -1.102, 2.785], [2.184, 0.586, 2.045], [0.528, 0.751, 5.673], [-1.252, 1.754, 6.410], [-2.390, 2.469, 5.350], [-1.935, 2.554, 3.151], [3.507, 4.718, 1.609], [2.849, 4.790, 0.307], [3.457, 5.150, -0.869], [2.513, 5.091, -1.838], [1.343, 4.693, -1.240], [0.098, 4.441, -1.958], [1.561, 4.511, 0.067], [0.255, 4.154, 1.399], [4.524, 5.081, 1.494], [3.525, 3.684, 1.947], [2.980, 5.345, 2.324], [4.499, 5.412, -0.914], [2.574, 5.288, -2.893], [0.099, 5.042, -2.863], [-0.745, 4.734, -1.339], [0.035, 3.385, -2.212], [0.868, 1.518, -0.424], [2.461, 0.816, -0.895], [3.849, 0.205, -1.256], [1.654, 0.052, -2.019], [3.042, 1.660, 0.370], [2.102, -0.374, 0.154], [2.616, 2.100, -1.811]], "atomic_forces_ev_per_a": [[-0.027, -0.044, -0.093], [-0.010, 0.076, -0.005], [0.237, -0.047, 0.020], [-0.207, -0.110, -0.090], [-0.056, -0.040, 0.066], [0.028, 0.039, 0.004], [-0.006, 0.018, 0.010], [0.011, -0.039, -0.039], [0.011, 0.024, 0.003], [-0.027, 0.011, 0.043], [-0.012, -0.005, -0.032], [0.196, 0.044, 0.049], [-0.141, -0.029, 0.004], [0.054, 0.024, -0.025], [-0.018, 0.000, -0.012], [-0.003, -0.012, 0.032], [0.028, 0.009, -0.031], [0.030, -0.001, -0.012], [-0.079, -0.008, -0.114], [0.084, 0.002, 0.064], [-0.028, 0.012, -0.008], [-0.041, 0.010, -0.015], [0.041, -0.010, -0.001], [-0.030, -0.031, 0.000], [0.006, -0.001, 0.008], [-0.006, 0.007, 0.006], [-0.009, -0.002, 0.005], [0.017, 0.000, -0.009], [-0.015, 0.017, 0.008], [-0.002, 0.004, -0.004], [-0.001, 0.004, -0.004], [-0.004, -0.002, -0.004], [-0.006, -0.010, 0.013], [-0.014, 0.018, 0.018], [0.009, -0.012, 0.001], [0.008, -0.004, 0.005], [0.002, -0.006, -0.001], [-0.001, 0.000, 0.019], [0.003, 0.013, 0.002], [0.020, -0.012, 0.007], [-0.025, 0.007, -0.001], [-0.010, 0.027, 0.008], [0.030, 0.068, -0.047], [-0.018, -0.013, 0.019], [0.025, 0.003, 0.010], [0.022, -0.001, -0.007], [-0.035, 0.008, 0.044], [-0.005, -0.004, 0.000], [-0.001, -0.005, 0.009], [-0.004, -0.003, 0.007], [0.005, 0.003, 0.002], [0.008, -0.009, -0.007], [0.004, 0.006, -0.006], [-0.001, -0.032, 0.028], [-0.009, 0.001, -0.005], [-0.010, 0.011, 0.006], [-0.006, -0.004, 0.001], [-0.012, -0.003, 0.042], [-0.001, 0.011, -0.025], [-0.038, 0.021, 0.033], [0.005, -0.021, 0.014], [-0.003, -0.034, -0.004], [0.030, 0.063, -0.015], [-0.041, 0.016, 0.013], [-0.009, -0.094, -0.030], [0.031, 0.141, 0.086], [-0.002, -0.003, -0.002], [-0.001, 0.006, 0.005], [0.002, -0.006, 0.009], [0.000, 0.013, -0.016], [0.016, 0.002, -0.006], [0.002, -0.014, -0.007], [0.001, -0.008, 0.003], [0.004, 0.011, -0.003], [-0.041, -0.023, 0.047], [0.062, 0.028, 0.141], [-0.023, 0.014, -0.009], [-0.019, -0.029, -0.136], [0.003, -0.022, -0.042], [0.008, 0.017, -0.030], [0.015, -0.055, -0.021]], "lowdin_spin": [1.73, 0.01, 0.01, 0.04, 0.00, 0.00, 0.00, 0.00, 0.00, 0.00, 0.00, 0.00, 0.00, 0.00, 0.00, 0.00, 0.00, 0.00, 0.00, 0.00, 0.00, 0.00, 0.00, 0.00, 0.00, 0.00, 0.00, 0.00, 0.00, 0.00, 0.00, 0.00, 0.00, 0.00, 0.00, 0.00, 0.00, 0.00, 0.00, 0.03, 0.00, 0.02, 0.02, 0.01, 0.02, 0.02, 0.01, 0.00, 0.00, 0.00, 0.00, 0.00, 0.00, 0.00, 0.00, 0.00, 0.00, 0.00, 0.00, 0.00, 0.00, 0.00, 0.00, 0.00, 0.01, 0.03, 0.00, 0.00, 0.00, 0.00, 0.00, 0.00, 0.00, 0.00, 0.03, 0.00, 0.00, 0.00, 0.00, 0.00, 0.00]}